1.
A cluster of 7 separate species, C5H24N2O7 in total at a distorted geometry, computed with ωB97M-V/def2-TZVPD.

Summary:
- SMILES = CC[C@@H](N)C(=O)NC.O.O.O.O.O.O
- orbital gap (eV) = 10.229
- charge = 0
- HOMO (eV) = -9.925
- largest force on an atom (eV/A) = 3.51
- LUMO (eV) = 0.304
- multiplicity = 1

Cartesian coordinates (Å):
C  2.77862  -1.28730  2.12721
C  2.22727  -1.60669  0.73401
C  0.73839  -1.85963  0.77661
N  0.02396  -0.71297  1.32696
C  0.21610  -2.18102  -0.57166
O  0.86286  -2.34094  -1.59406
N  -1.15032  -2.34270  -0.78273
C  -2.08965  -2.78349  0.23956
H  3.85385  -1.39167  2.10517
H  2.49365  -2.01783  2.87949
H  2.55173  -0.22706  2.35227
H  2.44087  -0.83375  0.01938
H  2.68874  -2.45575  0.24866
H  0.46460  -2.75968  1.40182
H  -0.12195  0.05039  0.71463
H  0.48578  -0.49912  2.19750
H  -1.40872  -2.62477  -1.70148
H  -2.54860  -3.73259  -0.06236
H  -2.90567  -2.10268  0.49059
H  -1.71331  -2.90653  1.22263
O  -0.37675  3.80996  0.04115
H  0.23488  3.14671  -0.37223
H  0.17752  4.53129  0.36286
O  -2.91296  2.35781  1.26305
H  -2.47276  3.24480  1.32684
H  -2.69364  1.88862  0.46457
O  -2.55940  0.78572  -0.78937
H  -3.46711  0.54750  -0.46550
H  -2.04970  -0.01711  -0.87828
O  0.28705  3.38328  -3.07380
H  -0.45046  3.04689  -2.55002
H  0.99345  2.77421  -2.82551
O  0.64385  0.84042  -2.21623
H  0.86461  -0.08477  -2.24713
H  0.02313  0.89654  -2.99148
O  1.50931  2.02280  0.05513
H  0.95795  1.28756  -0.26082
H  1.40281  2.15353  1.03254

Atomic forces in eV per Å
C 0.5 0.3 -0.9
C 0.1 -1.0 0.3
C -0.4 0.2 0.5
N -0.5 -1.7 1.0
C -2.0 -1.1 -2.6
O 1.5 0.7 0.2
N -0.2 0.6 2.5
C -1.2 -0.1 -0.2
H 0.4 0.3 -0.1
H -0.6 0.2 0.2
H 0.1 -0.7 0.4
H 0.0 0.8 -0.1
H 0.4 -0.5 0.3
H 0.5 0.7 -0.3
H 0.0 0.7 -0.3
H -0.4 0.7 0.0
H 0.3 -0.2 -0.6
H 0.1 0.1 0.0
H -0.1 0.4 -0.7
H 1.2 -0.3 0.6
O -0.1 -0.2 -0.2
H -0.4 1.1 0.7
H 0.0 -0.2 -0.3
O -0.3 1.6 1.7
H -0.4 -1.6 -0.7
H 0.9 0.4 -0.5
O -1.5 0.0 -0.1
H 1.3 0.0 -0.6
H 0.1 -0.6 0.1
O -0.1 -0.2 0.0
H -0.1 0.4 0.0
H 0.1 0.2 -0.1
O -1.3 0.0 -1.3
H 0.6 -1.0 0.2
H 0.7 0.3 1.1
O 0.5 -0.1 1.0
H 0.3 0.3 0.3
H -0.1 -0.5 -1.4

For each atom in turn, the Mulliken charge in e is: C -1.38; C -0.39; C 0.08; N -0.27; C 0.27; O -0.69; N -0.10; C -0.87; H 0.41; H 0.32; H 0.33; H 0.21; H 0.44; H 0.33; H -0.16; H 0.34; H 0.27; H 0.36; H 0.25; H 0.29; O -0.62; H 0.44; H 0.23; O -0.68; H 0.33; H 0.48; O -0.78; H 0.30; H 0.34; O -0.64; H 0.30; H 0.36; O -0.60; H 0.22; H 0.35; O -0.71; H 0.27; H 0.38



2.
A cluster of 7 separate species, C5H24O7 in total at a distorted geometry, computed with ωB97M-V/def2-TZVPD.

Summary:
- SMILES = CC(C)CCO.O.O.O.O.O.O
- orbital gap (eV) = 10.464
- charge = 0
- HOMO (eV) = -10.046
- largest force on an atom (eV/A) = 7.58
- LUMO (eV) = 0.418
- multiplicity = 1

Cartesian coordinates (Å):
C  -1.85648  -0.23508  0.45052
C  -1.26641  -0.05060  -0.91970
C  -2.32974  -0.35791  -2.09608
C  -0.12704  -1.13718  -1.20889
C  0.96479  -0.34900  -1.95230
O  2.00776  -0.08117  -1.09879
H  -1.25744  -0.04337  1.31128
H  -2.86896  0.40108  0.39856
H  -2.04764  -1.35258  0.48679
H  -0.94930  1.05448  -1.03579
H  -2.07692  -0.72886  -3.06354
H  -2.88391  0.57547  -2.55870
H  -3.08618  -0.87910  -1.55134
H  0.48953  -1.43732  -0.27395
H  -0.45316  -2.00493  -1.86951
H  1.51147  -1.00054  -2.77595
H  0.67938  0.62968  -2.44204
H  1.68357  0.52571  -0.33370
O  -1.73124  3.30300  -0.78502
H  -2.62953  3.69637  -0.84611
H  -1.67013  2.45925  -0.31417
O  1.26863  -2.71868  1.27818
H  1.77441  -2.03407  0.82857
H  1.77086  -3.13404  1.84313
O  -0.43153  2.07859  2.16305
H  -1.24423  2.29535  2.51046
H  -0.32390  1.12771  2.40679
O  3.33999  -1.99786  -0.16567
H  3.28015  -2.84890  -0.60287
H  2.91667  -1.40241  -0.93342
O  2.02036  2.13933  0.96370
H  2.63896  2.11333  1.67042
H  1.28005  2.69161  1.29815
O  0.27276  -0.32628  3.07289
H  0.52623  -1.13504  2.49551
H  0.80816  0.16395  3.64955

Atomic forces in eV per Å
C -3.3 -0.9 -1.4
C 0.8 -0.2 -2.2
C -1.2 3.8 0.9
C 1.0 1.6 0.1
C 0.8 -1.1 -3.2
O 0.3 2.6 2.6
H 0.4 0.6 0.1
H 1.9 -1.5 0.9
H -0.5 1.2 0.3
H 0.3 -2.1 -0.1
H 1.1 -1.3 -0.1
H 0.9 -1.0 1.7
H -0.7 -1.0 -0.4
H -2.0 0.0 -1.6
H 0.1 1.0 1.4
H -1.4 1.1 1.2
H -0.3 -1.2 0.3
H 1.1 -1.1 -1.6
O -0.2 0.8 -0.4
H 0.9 -1.1 0.4
H -0.8 0.6 0.1
O -5.6 3.5 -3.8
H 1.0 -0.4 -0.1
H 4.5 -3.4 4.6
O 2.5 -1.0 -0.9
H -2.9 1.1 1.1
H 0.3 0.5 -0.2
O -0.7 1.2 -2.6
H 0.3 -0.6 0.3
H 1.2 -0.7 2.7
O -1.2 0.4 -0.8
H 0.9 -0.1 0.8
H 0.3 -0.7 -0.2
O -2.4 -2.3 -2.6
H 0.5 1.8 1.8
H 2.1 0.0 0.8

For each atom in turn, the Mulliken charge in e is: C -0.97; C 1.25; C -1.63; C 0.56; C -0.63; O -0.55; H -0.31; H 0.37; H 0.49; H -0.15; H 0.44; H 0.24; H 0.41; H -0.85; H 0.57; H 0.22; H 0.28; H 0.35; O -0.65; H 0.30; H 0.42; O -0.67; H 0.33; H 0.27; O -0.57; H 0.29; H 0.43; O -0.75; H 0.32; H 0.37; O -0.64; H 0.26; H 0.31; O -0.74; H 0.37; H 0.27



3.
A cluster of 8 separate species, C5H25N3O7 in total, computed with ωB97M-V/def2-TZVPD.

Summary:
- orbital gap (eV) = 11.192
- charge = +2
- HOMO (eV) = -16.189
- largest force on an atom (eV/A) = 0.58
- LUMO (eV) = -4.997
- multiplicity = 1

Cartesian coordinates (Å):
C  0.87397  -0.63456  -2.23265
C  -0.49905  -0.81266  -1.61989
C  -0.78181  0.06647  -0.44100
C  0.02148  0.78020  0.38527
N  -0.79275  1.41290  1.29129
C  -2.05270  1.10142  1.05208
N  -2.07071  0.28705  0.01154
N  1.08309  0.68550  -2.92215
H  1.66026  -0.75545  -1.49391
H  1.04382  -1.41323  -2.96617
H  -1.29336  -0.71798  -2.35315
H  -0.55909  -1.83868  -1.27469
H  1.09279  0.87556  0.41063
H  -0.47152  2.00006  2.04261
H  -2.93352  1.41160  1.58825
H  -2.91294  -0.18410  -0.34249
H  1.00535  0.57333  -3.93102
H  0.44493  1.44832  -2.62740
H  2.04123  1.02495  -2.70856
H  3.93140  2.05675  -1.57659
H  3.17134  1.08639  -0.61632
O  3.07088  1.66495  -1.40591
H  0.20124  -0.85423  4.98077
H  -1.32408  -0.81761  5.12055
O  -0.61727  -0.80188  4.47079
H  -3.24818  -2.56915  -0.46916
H  -4.42302  -2.05100  -1.32108
O  -3.52088  -1.84824  -1.04634
H  -0.73387  -1.77597  2.95219
H  -0.91542  -3.25203  2.52860
O  -0.84222  -2.35176  2.15792
H  2.65507  -0.71411  0.94466
H  4.01181  -0.01863  1.29557
O  3.17283  0.11938  0.84408
H  -0.86391  3.64099  -2.61610
H  0.43336  3.65451  -1.80907
O  -0.26362  3.06015  -2.11350
H  0.78953  -2.19628  1.36974
H  2.07436  -3.00433  0.99670
O  1.62495  -2.15206  0.84760

Atomic forces in eV per Å
C 0.1 0.0 0.0
C 0.0 0.1 0.3
C -0.2 0.1 -0.1
C 0.3 -0.1 -0.3
N 0.2 0.2 0.3
C -0.4 -0.2 -0.1
N -0.2 0.0 -0.2
N 0.1 -0.2 -0.3
H 0.0 0.1 0.2
H 0.0 -0.1 -0.2
H -0.1 0.1 -0.2
H 0.1 -0.3 0.0
H 0.0 0.1 0.1
H 0.0 0.1 0.1
H 0.1 0.1 0.1
H 0.3 -0.1 -0.1
H -0.1 0.1 0.0
H 0.0 0.0 0.1
H 0.0 0.1 0.3
H 0.1 0.1 0.0
H 0.2 0.1 0.0
O -0.2 -0.1 -0.1
H -0.1 0.0 0.0
H -0.1 0.0 0.2
O 0.3 0.1 -0.2
H -0.1 -0.1 0.0
H 0.0 -0.1 0.0
O 0.0 0.3 0.1
H -0.2 -0.3 -0.2
H 0.0 0.5 -0.3
O 0.2 -0.2 0.5
H 0.3 0.1 0.0
H 0.0 0.0 0.0
O -0.3 -0.2 0.0
H 0.2 -0.4 0.2
H 0.1 0.0 0.1
O -0.3 0.3 -0.3
H 0.1 -0.1 -0.2
H -0.2 0.5 -0.1
O 0.0 -0.4 0.2

For each atom in turn, the Mulliken charge in e is: C -0.90; C -0.53; C 0.54; C -0.77; N 0.07; C -0.52; N 0.07; N -0.02; H 0.24; H 0.42; H 0.52; H 0.38; H 0.58; H 0.26; H 0.45; H 0.25; H 0.43; H 0.25; H 0.33; H 0.31; H 0.39; O -0.63; H 0.32; H 0.32; O -0.67; H 0.31; H 0.30; O -0.63; H 0.40; H 0.30; O -0.69; H 0.34; H 0.31; O -0.69; H 0.28; H 0.30; O -0.62; H 0.35; H 0.28; O -0.64



What DFT total energy values result from the calculations? In sequence: -841.07716, -731.46149, -896.01419 Eh.